No. 1
{"formula": "C5H8O2", "method": "ωB97M-V/def2-TZVPD", "e_homo_ha": [-0.322, -0.335], "lumo_ev": [-1.7, -0.9], "symbols": ["C", "C", "C", "C", "O", "C", "O", "H", "H", "H", "H", "H", "H", "H", "H"], "positions_angstrom": [[1.12060, 0.48432, 1.20340], [-0.29530, 0.03589, 0.91554], [0.32175, -1.23881, -1.10774], [-0.77272, -0.49293, -0.63009], [-1.99305, -0.81983, -0.60425], [-0.57779, 1.04600, -1.21252], [0.40999, 1.62276, -1.53422], [1.81282, -0.36108, 1.25441], [1.13208, 0.99796, 2.17175], [1.49130, 1.18967, 0.45361], [-1.04124, 0.81687, 1.10327], [-0.59539, -0.84219, 1.48855], [1.31366, -0.79935, -1.15955], [0.18531, -2.25643, -1.46987], [-1.61209, 1.44088, -1.21290]], "forces_ev_per_angstrom": [[0.08, -0.04, -0.10], [-0.29, 0.16, 0.25], [0.29, -0.63, -0.34], [0.52, 0.48, 0.19], [-0.09, -0.10, -0.10], [0.11, 0.43, -0.11], [-0.55, -0.47, 0.17], [-0.11, 0.12, 0.00], [0.00, -0.09, -0.13], [-0.04, -0.10, 0.15], [0.12, -0.10, 0.01], [0.05, 0.11, -0.06], [-0.22, -0.02, 0.04], [0.02, 0.18, 0.06], [0.09, 0.07, -0.04]], "nbo_charge": [-0.65, -0.31, -0.20, 0.12, -0.65, 0.48, -0.49, 0.21, 0.23, 0.23, 0.22, 0.24, 0.20, 0.21, 0.17]}



No. 2
{"formula": "C8H19NO", "method": "ωB97M-V/def2-TZVPD", "smiles": "CCN(C)C(C)=O.CCC", "e_homo_ha": -0.343, "lumo_ev": 0.9, "symbols": ["C", "C", "C", "C", "C", "O", "N", "H", "H", "H", "H", "H", "H", "H", "H", "H", "H", "H", "C", "C", "C", "H", "H", "H", "H", "H", "H", "H", "H"], "positions_angstrom": [[-1.82255, -0.05647, -0.92394], [-2.83312, 0.56486, -1.89531], [0.21181, 1.13413, -1.33629], [-0.26701, -2.56481, -0.53981], [0.29496, -1.24604, -1.06206], [1.51512, -1.23182, -1.18399], [-0.43871, -0.13633, -1.43149], [-1.75403, 0.43312, 0.05896], [-2.14465, -1.04444, -0.61797], [-3.74132, 0.06409, -1.66622], [-2.39906, 0.34360, -2.87499], [-0.00326, 1.82473, -2.15825], [0.31251, -3.41240, -0.87528], [-2.99301, 1.63011, -1.89528], [0.14095, 1.59235, -0.34929], [1.29097, 1.28336, -1.48421], [-0.14363, -2.43316, 0.53608], [-1.32725, -2.70086, -0.74808], [1.04864, 1.54759, 2.76762], [0.48453, 0.25426, 3.29467], [2.00989, 1.31239, 1.61568], [0.26330, 2.27617, 2.50281], [1.44402, 2.20366, 3.55287], [1.24857, -0.34463, 3.79788], [-0.00765, -0.32562, 2.51357], [2.65161, 0.46516, 1.88087], [1.49338, 0.89795, 0.75614], [-0.27644, 0.33367, 4.08078], [2.57842, 2.16504, 1.35743]], "forces_ev_per_angstrom": [[0.45, 0.50, 0.91], [1.61, -0.45, -0.06], [1.74, 2.11, -0.81], [-1.06, 1.24, 0.16], [2.15, -0.75, -1.00], [-0.34, 0.32, 0.19], [-0.84, -0.85, 0.95], [-0.29, 0.47, -0.20], [-0.11, -0.15, -0.56], [-1.07, -0.27, -0.49], [-0.72, -0.29, -0.17], [-1.35, 0.01, 0.30], [0.23, 0.14, -0.16], [0.20, 0.42, 0.54], [-0.96, 0.20, -0.12], [0.13, -1.83, 0.06], [-0.12, -0.41, 0.18], [0.12, -0.30, 0.02], [-0.64, 1.53, 0.18], [-0.52, -0.39, 0.93], [-0.54, -1.64, 0.71], [-0.34, -0.66, -0.66], [0.81, -0.75, 0.26], [0.19, -0.13, -0.48], [0.28, -0.15, -0.19], [0.42, 0.37, 0.13], [-0.05, 0.30, -0.08], [-0.01, 0.55, -0.17], [0.64, 0.84, -0.39]], "nbo_charge": [-0.21, -0.63, -0.45, -0.70, 0.68, -0.62, -0.45, 0.18, 0.20, 0.21, 0.22, 0.21, 0.25, 0.22, 0.19, 0.25, 0.24, 0.21, -0.41, -0.61, -0.61, 0.19, 0.20, 0.21, 0.19, 0.21, 0.21, 0.21, 0.21]}



No. 3
{"formula": "C2H8NO", "method": "ωB97M-V/def2-TZVPD", "charge": -1, "e_homo_ha": -0.101, "lumo_ev": 4.5, "symbols": ["O", "H", "C", "N", "C", "H", "H", "H", "H", "H", "H", "H"], "positions_angstrom": [[-1.20485, -0.03070, -2.25015], [-1.79861, -0.60159, -2.70559], [-0.21081, 1.05454, 0.82531], [-0.33862, -0.28590, 0.28798], [0.95382, -0.96460, 0.41028], [-0.97897, 1.69816, 0.38311], [-0.42717, 1.05702, 1.90537], [0.74583, 1.55239, 0.58727], [-0.62529, -0.16866, -0.71118], [1.70707, -0.44749, -0.20824], [0.91445, -1.98127, 0.02124], [1.26314, -0.88190, 1.45460]], "forces_ev_per_angstrom": [[0.85, 0.90, 0.35], [-0.71, -0.71, -0.45], [-0.82, 0.12, -0.03], [0.65, 0.23, 0.40], [-0.62, 0.90, -0.66], [-0.03, -0.17, -0.08], [0.51, 0.14, 0.03], [0.12, -0.11, 0.27], [-0.29, -0.64, -0.39], [0.25, 0.02, 0.12], [-0.13, -0.17, 0.37], [0.21, -0.50, 0.05]], "nbo_charge": [-1.33, 0.40, -0.42, -0.68, -0.41, 0.20, 0.15, 0.14, 0.45, 0.15, 0.19, 0.16]}



No. 4
{"formula": "CH6O2SSi", "method": "ωB97M-V/def2-TZVPD", "s2": 2.008, "e_homo_ha": [-0.291, -0.394], "spin_multiplicity": 3, "lumo_ev": [0.8, -2.9], "symbols": ["C", "O", "O", "Si", "S", "H", "H", "H", "H", "H", "H"], "positions_angstrom": [[-1.68715, -0.84309, -1.23926], [0.46664, 0.84068, 0.02563], [-1.85746, 0.30134, 0.93921], [1.86911, 0.45274, 0.63781], [-2.68296, -0.54481, 0.02809], [-0.43858, 0.85172, 0.32100], [-0.65572, -0.31648, -1.18396], [-1.93692, -1.73448, -1.77531], [1.79460, -0.91384, 1.28956], [2.53127, 1.35228, 1.67910], [2.59716, 0.55394, -0.72187]], "forces_ev_per_angstrom": [[4.09, 0.44, -2.44], [-0.88, 1.10, -1.12], [0.37, 0.65, 1.07], [2.20, -0.50, -0.05], [-3.80, 0.15, 2.40], [-0.46, -0.02, 0.96], [-1.88, -1.18, -0.67], [0.41, -0.38, -0.47], [0.22, 0.43, -0.36], [-0.50, -0.29, -0.57], [0.23, -0.40, 1.26]], "nbo_charge": [-0.61, -1.15, -0.74, 1.23, 0.90, 0.52, 0.27, 0.20, -0.22, -0.21, -0.20]}



No. 5
{"formula": "C2HBrF3NO", "method": "ωB97M-V/def2-TZVPD", "e_homo_ha": -0.387, "lumo_ev": -0.8, "symbols": ["C", "C", "N", "O", "F", "F", "F", "Br", "H"], "positions_angstrom": [[0.95307, -0.18199, 0.36773], [-0.57768, -0.21982, 0.28279], [-0.63293, 1.06014, -0.42731], [1.07408, 0.91025, -0.47297], [1.53550, -1.29143, -0.15047], [-1.07368, -1.27078, -0.37937], [-1.25428, -0.12910, 1.43562], [-1.38691, 1.14905, -2.02880], [1.36282, -0.02632, 1.37278]], "forces_ev_per_angstrom": [[-0.24, -0.25, 0.55], [0.06, -0.52, 0.08], [3.31, 0.22, 1.42], [-2.89, 0.49, -0.41], [0.04, -0.10, -0.13], [0.13, 0.14, -0.05], [0.03, 0.08, -0.01], [-0.39, -0.10, -1.30], [-0.05, 0.03, -0.15]], "nbo_charge": [0.38, 0.71, -0.29, -0.38, -0.32, -0.30, -0.30, 0.33, 0.16]}



No. 6
{"formula": "C28H28Cl9N5", "method": "ωB97M-V/def2-TZVPD", "e_homo_ha": -0.254, "lumo_ev": 0.1, "symbols": ["N", "C", "C", "C", "C", "C", "H", "H", "H", "H", "H", "N", "C", "C", "C", "C", "C", "H", "H", "H", "H", "H", "N", "C", "C", "C", "C", "C", "H", "H", "H", "H", "H", "N", "C", "C", "C", "C", "C", "H", "H", "H", "H", "H", "N", "C", "C", "C", "C", "C", "H", "H", "H", "H", "H", "C", "Cl", "Cl", "Cl", "H", "C", "Cl", "Cl", "Cl", "H", "C", "Cl", "Cl", "Cl", "H"], "positions_angstrom": [[-0.80331, -0.15839, -2.15007], [-1.70688, -1.21729, -2.28987], [-2.84523, -1.02611, -3.04066], [-3.09234, 0.16817, -3.68802], [-2.24513, 1.22298, -3.44670], [-1.12011, 1.00224, -2.70762], [-1.41217, -2.12940, -1.79228], [-3.56756, -1.81981, -3.16176], [-3.93828, 0.18779, -4.35913], [-2.50937, 2.14531, -3.94257], [-0.49975, 1.84680, -2.44634], [-2.98503, -2.01692, 0.34450], [-3.94874, -2.85956, 0.82443], [-3.65071, -4.07565, 1.49810], [-2.24823, -4.40325, 1.67016], [-1.35508, -3.47871, 1.21529], [-1.72386, -2.33808, 0.54451], [-4.96832, -2.59460, 0.58640], [-4.45957, -4.70959, 1.83017], [-2.07630, -5.38545, 2.08503], [-0.28516, -3.61398, 1.27331], [-0.94957, -1.65305, 0.23210], [0.62334, -0.79176, 0.31492], [0.41036, -1.17872, -0.94194], [0.68693, -2.48438, -1.35540], [1.28360, -3.42916, -0.46289], [1.48763, -3.01891, 0.81753], [1.23669, -1.68346, 1.14745], [0.05484, -0.40822, -1.61002], [0.58150, -2.73351, -2.40097], [1.47739, -4.46840, -0.68390], [1.89563, -3.70374, 1.54619], [1.40162, -1.26359, 2.12872], [4.48299, 0.55500, 1.43573], [3.29875, 0.68437, 0.84262], [2.06422, 0.63184, 1.50080], [2.14508, 0.46837, 2.88736], [3.36929, 0.37670, 3.54734], [4.50111, 0.41036, 2.78885], [3.29254, 0.83927, -0.22620], [1.17819, 0.82616, 0.91463], [1.23891, 0.55150, 3.46905], [3.36043, 0.21469, 4.61508], [5.48604, 0.24826, 3.20122], [1.91043, 4.41869, -0.59268], [3.17385, 4.17400, -0.17653], [3.47363, 3.55096, 1.04837], [2.44014, 3.33451, 1.92318], [1.14014, 3.63205, 1.53138], [0.88320, 4.18777, 0.23635], [4.00653, 4.37183, -0.83525], [4.48472, 3.24891, 1.27831], [2.67497, 2.95849, 2.90800], [0.36862, 3.32867, 2.22357], [-0.10605, 4.42316, -0.12750], [-0.63596, 1.10654, 0.38743], [-1.03415, 2.41606, -0.77368], [-1.84914, -0.16645, 0.39809], [-0.41180, 1.77922, 2.08622], [0.25272, 0.55781, 0.07558], [1.66319, 2.31463, -2.32629], [1.79884, 1.28295, -3.74198], [1.72399, 1.23760, -0.88085], [0.13662, 3.21021, -2.40115], [2.50809, 3.00028, -2.39041], [-4.25902, -0.44666, -0.47989], [-5.10545, -0.29115, 1.03918], [-4.11611, 1.13680, -1.26711], [-5.02070, -1.69657, -1.49317], [-3.26770, -0.80647, -0.20434]], "forces_ev_per_angstrom": [[-11.70, 3.80, -9.50], [0.87, 2.31, -0.90], [0.72, -1.40, -0.53], [0.62, -0.29, -0.23], [-1.14, -0.19, -2.00], [-0.57, -2.14, -0.59], [-0.47, 0.05, -0.28], [0.74, -0.03, -0.30], [-0.13, 0.45, 0.06], [0.44, 0.47, 0.21], [-0.86, -3.90, -2.23], [1.18, -7.19, 2.95], [1.36, -1.76, 0.60], [1.63, 1.64, -0.93], [-3.56, 0.34, -0.25], [1.23, -1.28, 0.33], [-0.25, -4.07, 0.94], [0.23, -0.38, 0.49], [0.08, -0.07, 0.02], [0.71, 0.14, 0.21], [-0.84, -0.53, 0.42], [-0.66, -2.77, 0.13], [3.71, -6.66, 0.80], [7.63, -6.97, 5.15], [1.80, -1.10, 1.11], [-1.30, 0.95, -1.65], [1.24, 1.49, 0.81], [-1.54, -0.45, -0.16], [3.33, -0.12, 1.16], [-0.11, -0.12, -0.18], [0.06, -0.02, -0.52], [0.09, 0.10, 0.20], [-0.02, -1.06, -0.04], [-0.14, -0.13, 1.13], [1.53, -1.07, 1.51], [2.91, 1.34, 1.89], [-0.14, 0.91, -0.33], [-1.18, -0.40, -0.11], [0.82, -0.24, -1.61], [2.05, -0.61, 1.32], [1.72, 0.16, 2.62], [-0.03, -0.35, 0.14], [0.28, 0.13, 0.08], [0.10, 0.19, 0.22], [0.76, 0.86, 0.58], [-0.71, -1.13, 0.99], [0.10, 1.13, -1.26], [-0.36, 0.70, -0.10], [0.82, 2.17, -0.50], [2.18, -0.26, 1.77], [-0.15, 0.24, -0.44], [0.09, 0.21, 0.04], [-0.26, -0.08, 0.02], [1.05, 2.79, -0.45], [0.30, 0.30, 0.36], [-4.36, 2.69, 1.13], [-3.82, -2.05, 8.86], [1.82, 9.03, 2.94], [-4.01, -3.94, -0.53], [-1.59, 0.99, 0.40], [-0.36, -0.65, -0.40], [0.12, -0.26, -0.58], [-0.75, 3.90, -6.37], [6.44, 8.58, -6.43], [-0.52, 0.01, 0.59], [-2.84, 3.11, -1.86], [-0.73, 0.91, 0.47], [-1.44, 0.39, 0.57], [-1.58, 0.65, -0.08], [-2.67, 0.55, -1.89]], "nbo_charge": [-0.55, 0.04, -0.28, -0.10, -0.28, 0.11, 0.23, 0.24, 0.22, 0.22, 0.14, -0.57, 0.06, -0.27, -0.14, -0.23, -0.01, 0.22, 0.22, 0.22, 0.22, 0.29, -0.63, -0.01, -0.29, -0.14, -0.31, 0.08, 0.30, 0.21, 0.22, 0.23, 0.22, -0.42, -0.01, -0.27, -0.23, -0.27, 0.00, 0.20, 0.28, 0.22, 0.22, 0.20, -0.49, 0.01, -0.26, -0.17, -0.26, 0.03, 0.19, 0.23, 0.22, 0.22, 0.21, -0.30, 0.02, 0.10, -0.01, 0.28, -0.25, 0.02, 0.06, 0.15, 0.27, -0.30, 0.00, -0.02, -0.03, 0.25]}



Number 1: largest force on an atom 0.77 eV/A, DFT total energy -9405.297 eV. Number 2: largest force on an atom 2.85 eV/A, DFT total energy -12140.786 eV. Number 3: largest force on an atom 1.29 eV/A, DFT total energy -5740.609 eV. Number 4: largest force on an atom 4.79 eV/A, DFT total energy -23938.314 eV. Number 5: largest force on an atom 3.61 eV/A, DFT total energy -83819.011 eV. Number 6: largest force on an atom 15.54 eV/A, DFT total energy -149613.294 eV.